ORCA calculation (wB97M-V/def2-TZVPD) on 3 unconnected molecules or ions with the total composition C5H12N2O.

Geometry as XYZ:
```
20
Properties=species:S:1:pos:R:3
H -1.609 -0.079 0.077
C 1.036 0.733 -0.652
H -2.072 1.207 2.002
C -0.278 0.630 2.411
H -1.042 -2.276 -1.003
C -1.466 -0.211 -1.051
H -1.747 0.634 -1.662
C 1.851 -0.517 -0.667
H 1.231 -1.357 -0.365
C -1.287 -1.405 -1.595
H 0.076 1.531 2.919
H 2.225 -0.717 -1.668
H 0.747 1.057 0.375
H 2.672 -0.435 0.053
N 1.049 1.508 -1.653
O 0.581 -0.374 2.570
H 0.515 2.368 -1.537
N -1.434 0.423 1.929
H 0.193 -1.171 2.182
H -1.241 -1.549 -2.666
```

Computed properties:
Charge: 0
SMILES: [H]/N=C/C.[H]/N=C/O.C=C
Relative energy (zero: lowest compared OMol25 entry of this formula, charge and spin), kJ/mol: 335.5
LUMO level, eV: 0.78
Kohn-Sham gap, eV: 10.23

ORCA calculation (wB97M-V/def2-TZVPD) on a single C24H33N3O2 molecule.

Geometry as XYZ:
```
62
Properties=species:S:1:pos:R:3
C -1.584 1.705 -0.811
H -0.056 -0.137 -3.038
H 0.628 -2.746 3.300
H -3.313 5.360 -2.205
H 1.613 -1.420 -0.906
C 0.580 -3.925 0.762
C -3.377 2.807 -2.964
H 0.515 2.293 -3.321
N -1.179 2.231 -2.103
C -2.103 2.225 -3.144
C -2.736 1.764 -5.444
C 0.571 -1.373 -0.568
H 3.474 -0.027 5.863
C 2.530 -1.358 4.461
H -0.842 1.301 -4.618
C 0.601 -1.553 0.953
O -3.766 3.387 -1.762
H 1.558 0.222 -2.371
C -4.305 2.808 -3.991
C 0.503 -3.847 -0.760
H 5.376 -0.320 2.063
C 1.549 -2.884 2.709
H -3.456 4.907 -0.485
H 5.263 0.626 4.345
C 3.500 -0.451 4.872
C 3.615 -1.511 2.323
H -1.938 -0.303 -1.510
H -2.466 1.365 -6.412
C -4.000 2.281 -5.233
C 0.208 1.904 -2.350
H 1.116 -4.832 1.055
H -0.987 2.203 -0.040
C 1.380 -1.266 6.549
C 4.518 -0.080 4.008
O 1.496 -1.786 5.248
H 3.639 -1.934 1.331
C 0.488 0.400 -2.242
H -0.443 -3.983 1.179
H 0.493 -1.735 6.975
H -4.733 2.291 -6.025
H -0.188 -2.475 -2.280
N 1.303 -2.780 1.281
H 1.923 -3.893 2.915
H 0.794 2.410 -1.574
C 2.586 -1.891 3.166
H 1.516 -3.872 -1.165
H -5.271 3.249 -3.797
C -0.183 -2.556 -1.191
H 1.133 -0.711 1.401
H 1.243 -0.179 6.539
H -0.041 -4.713 -1.142
C -1.326 0.196 -0.736
H -1.218 -2.558 -0.843
C -3.088 4.589 -1.459
H -1.632 -0.169 0.244
H 2.250 -1.518 7.163
C -1.810 1.733 -4.419
H -2.639 1.908 -0.639
C 4.580 -0.608 2.733
H -2.005 4.441 -1.415
H -0.426 -1.567 1.360
N 0.092 -0.047 -0.921
```

Computed properties:
Charge: 0
SMILES: COc1ccccc1CN1CCC[C@@H](N2CCN(c3ccccc3OC)CC2)C1
Relative energy (zero: lowest compared OMol25 entry of this formula, charge and spin), kJ/mol: 235.0
LUMO level, eV: 0.84
Kohn-Sham gap, eV: 8.40

ORCA calculation (wB97M-V/def2-TZVPD) on a single C5H3N molecule.

Geometry as XYZ:
```
9
Properties=species:S:1:pos:R:3
C -0.583 -0.985 -0.245
C 0.671 -1.473 -0.079
H -1.541 -1.305 -0.591
C 0.737 0.968 -0.062
H -0.990 0.735 1.168
C 1.742 -0.808 0.308
C -0.606 0.573 0.108
H -1.323 1.180 -0.430
N 1.894 1.115 -0.178
```

Computed properties:
Charge: 0
Relative energy (zero: lowest compared OMol25 entry of this formula, charge and spin), kJ/mol: 476.3
LUMO level (alpha / beta), eV: -1.54 / -1.54
Kohn-Sham gap (alpha / beta), eV: 7.44 / 7.44

ORCA calculation (wB97M-V/def2-TZVPD) on 6 unconnected molecules or ions with the total composition C33H82N6O.

Geometry as XYZ:
```
122
Properties=species:S:1:pos:R:3
H 3.347 -5.485 -6.322
H -0.399 -4.292 -6.254
H 11.425 4.693 -8.173
H 3.626 1.457 -6.094
H 2.735 -2.539 -6.990
H 7.758 -1.858 -3.617
C 5.564 -2.841 -1.194
H 2.567 0.574 -8.738
H 8.737 4.173 -7.767
H 6.723 -1.066 0.900
H 5.492 -2.746 -4.124
H 1.098 -3.252 -0.641
H 2.223 -4.179 -5.802
C 2.611 0.314 -3.273
C -0.128 -3.459 -4.265
N 3.596 -0.788 -7.660
H 2.178 -0.116 -2.370
C 0.084 -2.979 -0.348
H 2.206 -1.216 -6.043
C -0.470 -0.723 2.613
H 6.790 -3.583 -4.930
C 2.472 -5.237 -5.720
C 1.562 0.976 1.137
H 1.142 1.495 1.998
H 11.493 1.827 -4.820
H 3.464 -3.197 -0.839
H 11.150 2.463 -3.259
H 9.045 2.246 -4.784
C 4.505 1.860 -3.049
C 1.527 -0.559 1.191
H 4.765 -0.112 -2.802
C 9.667 3.140 -4.829
H -0.388 -4.024 -3.370
O 3.708 2.863 -3.255
C 1.143 -1.473 -7.962
H 1.092 -6.170 -6.933
H 3.816 -1.778 -1.803
H -0.511 -3.890 -0.417
C -0.056 -2.448 1.079
N 0.269 -5.856 -4.892
H -1.419 -4.668 -4.966
H -0.807 -2.615 -4.391
N 0.135 -1.000 1.275
C -0.728 -6.893 -4.569
H 12.411 4.304 -6.933
H -2.359 -0.996 1.908
H 3.806 -3.504 -8.518
C 4.128 -2.804 -1.609
H 5.268 -2.905 -7.661
H 9.959 6.025 -6.402
H 2.117 -0.838 2.063
H 1.418 -1.983 -8.885
C 11.668 5.063 -7.177
H -1.805 0.592 1.418
H 8.226 -0.695 -1.553
H -1.461 -6.422 -3.914
H 6.040 3.190 -2.941
H 3.541 -1.432 -9.669
H 0.363 -2.079 -7.503
H 2.581 1.309 0.944
C 10.512 5.101 -6.232
H -0.965 -2.772 1.585
H 9.278 3.849 -4.099
C 7.611 -1.420 -1.020
C -0.359 -4.611 -5.213
H 0.324 -7.624 -2.750
H 7.937 -3.378 -2.726
H -1.233 -7.249 -5.467
H -2.398 0.329 3.110
H 1.910 -1.154 0.362
H 11.113 5.233 -5.333
H 0.681 -2.987 1.674
H -0.403 -1.599 3.258
H 8.897 1.235 -7.012
H 0.829 -2.965 -4.100
H 0.758 -0.490 -8.234
H 2.341 -0.433 -4.020
H -0.770 -8.870 -3.620
H 5.265 -3.243 -9.386
H 0.830 -8.424 -4.098
H -0.353 -2.280 -1.062
H 6.389 1.871 -4.085
H 10.233 1.878 -7.702
H 1.953 1.512 -6.390
C 6.295 -3.466 -3.966
H 6.002 -3.831 -1.316
C -0.091 -8.020 -3.677
H 7.820 3.328 -6.509
H 8.214 -2.228 -0.604
H 5.681 -2.605 -0.136
H 5.728 -4.298 -3.547
N 4.094 0.629 -2.945
C 2.391 -1.508 -7.077
H 4.992 -0.811 -9.179
H 2.995 2.507 -7.357
N 9.871 3.754 -6.082
C 4.668 -2.839 -8.568
H 4.062 -3.364 -2.542
C 4.210 -1.475 -8.810
C 7.082 -0.444 0.080
C 9.157 2.049 -7.689
C 5.955 2.118 -3.116
H 0.940 1.285 0.296
H 1.974 1.138 -3.596
H 8.827 1.886 -8.715
N 6.525 -1.964 -1.905
C 3.406 0.623 -8.044
C 7.219 -2.638 -3.080
H 12.059 6.070 -7.327
C 1.285 -6.247 -5.863
H 4.232 1.183 -8.483
H 7.788 0.133 0.677
H 6.535 1.508 -2.423
H 1.697 -7.242 -5.695
C 2.909 1.516 -6.913
C 8.789 3.397 -7.003
H 6.253 0.188 -0.238
H 0.187 -0.065 3.182
C 11.100 2.712 -4.319
H 2.774 -5.370 -4.681
H 11.798 3.526 -4.509
C -1.858 -0.095 2.263
```

Computed properties:
Charge: -1
Spin multiplicity: 2
LUMO level (alpha / beta), eV: 2.39 / 2.32
Kohn-Sham gap (alpha / beta), eV: 1.50 / 8.06
Expectation value of S²: 0.7508

ORCA calculation (wB97M-V/def2-TZVPD) on 2 unconnected molecules or ions with the total composition C3H6O4.

Geometry as XYZ:
```
13
Properties=species:S:1:pos:R:3
H 0.221 2.837 -0.435
C -0.256 1.841 -0.534
O 0.141 -0.246 1.869
H -0.272 -2.355 2.617
C -0.416 -1.130 1.216
O 0.662 0.844 -1.001
H -0.707 -0.943 0.245
C 0.116 -0.310 -1.327
H -1.091 1.977 -1.193
O 1.027 -1.125 -1.821
H -0.655 1.545 0.416
H 1.879 -0.610 -1.748
O -0.650 -2.326 1.697
```

Computed properties:
Charge: 0
Relative energy (zero: lowest compared OMol25 entry of this formula, charge and spin), kJ/mol: 277.9
LUMO level, eV: 0.73
Kohn-Sham gap, eV: 10.01

ORCA calculation (wB97M-V/def2-TZVPD) on a single C5H6O2S2 molecule.

Geometry as XYZ:
```
15
Properties=species:S:1:pos:R:3
H -0.168 1.515 -1.798
O -1.140 -0.022 1.172
O 1.245 -2.662 0.669
S 0.405 2.530 0.250
C 0.324 -1.865 0.454
H 1.349 -0.436 -1.460
H -2.246 1.045 -0.103
C 0.072 -0.749 1.337
H -0.476 -1.984 -0.316
S 2.185 1.506 -0.005
H -1.732 -0.373 -0.776
C -0.214 1.132 -0.790
C -1.377 0.410 -0.138
H 0.683 -0.314 2.132
C 1.091 0.266 -0.627
```

Computed properties:
Charge: 0
Relative energy (zero: lowest compared OMol25 entry of this formula, charge and spin), kJ/mol: 256.3
LUMO level (alpha / beta), eV: -0.56 / -0.46
Kohn-Sham gap (alpha / beta), eV: 7.19 / 7.48

ORCA calculation (wB97M-V/def2-TZVPD) on a molecular structure, C27H50CrOP2.

Geometry as XYZ:
```
81
Properties=species:S:1:pos:R:3
H -0.220 -1.281 3.607
C 2.622 2.492 -0.923
C 0.871 -5.333 -1.629
H -3.980 1.484 -0.565
H -1.193 0.147 3.485
H -3.577 0.708 0.975
C -1.651 2.774 1.660
H 0.258 5.467 2.087
H -2.473 3.996 -2.381
C 1.753 1.007 3.766
C -2.177 2.990 -2.033
P 1.045 0.419 2.232
H -1.862 -5.506 -1.070
C 0.320 4.377 2.207
C -2.084 2.466 3.034
C 1.909 -1.067 1.599
H -2.321 -0.172 -1.446
C -0.640 3.828 -0.117
C -1.968 -4.424 -1.139
H 2.618 3.542 -0.670
C -3.617 1.674 0.448
H -1.408 -4.902 -3.180
H 0.786 -0.818 -4.229
C -0.068 -4.397 0.626
C 2.744 1.597 0.250
H 2.363 0.242 4.258
H -3.069 2.354 -2.132
H -1.115 -1.003 2.123
H 1.364 0.173 -2.838
C 1.005 -3.931 -2.115
H 2.366 1.897 3.588
C 0.598 -5.546 -0.055
C -1.700 3.022 -0.628
C 0.159 4.807 -0.886
H 1.683 -0.758 -0.576
H 3.530 2.361 -1.512
C -0.276 -3.170 -2.599
H 4.749 2.123 0.551
C 0.482 -0.265 -3.335
H 0.077 -5.866 -2.178
H -2.794 3.217 3.415
H 2.944 0.590 -0.117
C 1.751 -1.574 0.165
H -1.891 -3.208 0.722
H -1.251 2.425 3.745
H 0.018 -6.471 0.035
O 1.335 1.451 1.074
C -0.608 3.674 1.297
C -0.515 -0.480 2.885
H 1.814 2.270 -1.603
H 2.956 -0.781 1.744
Cr 0.429 -2.978 -0.620
H -2.264 -0.345 -3.265
C -2.331 2.399 0.474
H 0.271 4.484 -1.928
C -1.543 -3.998 -2.568
C 3.843 2.033 1.181
C -2.131 -0.847 -2.288
H 3.629 3.025 1.621
H -4.382 2.294 0.946
H -0.305 5.810 -0.905
H 2.658 -2.177 -0.096
C -1.230 -3.752 0.011
H -2.364 -3.439 -3.030
H -1.417 2.619 -2.747
H 1.655 -1.878 2.293
H -0.073 -2.870 -3.647
H 1.361 4.080 2.008
H 0.053 -4.252 1.713
H 0.948 1.257 4.464
H -2.606 1.508 3.069
H 1.153 4.936 -0.438
H 1.879 -3.686 -2.748
H 1.820 -5.853 -1.842
H 0.099 4.148 3.250
H -0.247 0.516 -3.563
P -0.378 -1.226 -2.063
H -3.036 -4.206 -1.033
H -2.754 -1.740 -2.264
H 1.546 -5.766 0.433
H 4.056 1.283 1.963
```

Computed properties:
Charge: +1
Relative energy (zero: lowest compared OMol25 entry of this formula, charge and spin), kJ/mol: 0.0
Spin multiplicity: 4
LUMO level (alpha / beta), eV: -2.80 / -3.59
Kohn-Sham gap (alpha / beta), eV: 6.81 / 5.83
Expectation value of S²: 3.9195

ORCA calculation (wB97M-V/def2-TZVPD) on 4 unconnected molecules or ions with the total composition C4H16O3S.

Geometry as XYZ:
```
24
Properties=species:S:1:pos:R:3
H 0.315 0.024 0.061
H 1.728 7.487 2.302
C -0.133 1.389 2.121
H 0.981 1.172 2.190
C -0.550 0.748 -0.306
H 0.487 -4.302 -0.998
H -0.405 1.287 -1.269
C -1.783 0.037 -0.284
H -0.704 0.549 2.565
H -2.603 0.640 -0.683
O 2.194 -3.184 -0.079
H 2.258 7.470 0.808
S -1.698 -1.581 -1.271
H -0.114 2.776 0.335
C -0.635 1.872 0.712
H -1.992 -0.097 0.827
O 0.668 -5.024 -1.603
H -0.458 -1.877 -0.575
H -0.259 2.234 2.818
H -1.665 2.274 0.839
H 2.639 -2.595 -0.746
O 2.554 7.396 1.790
H -0.185 -5.446 -1.869
H 2.435 -4.082 -0.577
```

Computed properties:
Charge: 0
SMILES: CCCCS.O.O.O
Relative energy (zero: lowest compared OMol25 entry of this formula, charge and spin), kJ/mol: 152.2
LUMO level, eV: 0.64
Kohn-Sham gap, eV: 9.72

no.,largest force on an atom (eV/Å)
1,2.1
2,0.7
3,3.6
4,5.5
5,4.7
6,3.6
7,5.0
8,4.0